Computed, not measured: a structure of composition C51H41BHoN5O2P2, with ωB97M-V/def2-TZVPD.

```
! RIJCOSX wB97M-V def2-TZVPD def2/J DEFGRID3
* xyz 0 5
Ho 1.27815 1.12491 1.58491
O 0.64933 3.48179 3.13822
C -0.13966 2.69665 2.65167
C -1.58158 3.06821 2.64255
C -1.96415 4.16349 3.38628
C -3.28321 4.52674 3.44193
C -4.21327 3.85548 2.62962
C -3.82728 2.83295 1.77558
C -2.47786 2.37085 1.80879
P -1.69725 1.03528 0.80545
C -2.17515 1.25570 -0.96609
C -1.06272 1.05288 -1.80473
C -1.28176 1.05071 -3.17902
C -2.49728 1.44113 -3.66429
C -3.58343 1.69847 -2.85950
C -3.43047 1.56683 -1.50101
C -2.55501 -0.53639 1.19970
C -3.26255 -0.72867 2.38566
C -3.75920 -1.97660 2.73097
C -3.62191 -3.00964 1.81151
C -2.97598 -2.82690 0.62010
C -2.38266 -1.60850 0.32589
H -1.22590 4.56916 3.98017
H -3.69080 5.32412 4.05430
H -5.30776 4.03382 2.68199
H -4.50636 2.34430 1.05141
H -0.14573 0.71463 -1.25773
H -0.43207 0.81463 -3.86550
H -2.55769 1.52107 -4.70668
H -4.50131 1.96275 -3.34149
H -4.30980 1.65288 -0.85259
H -3.37534 0.16388 2.98604
H -4.32717 -2.09993 3.60778
H -4.13999 -3.91271 2.10394
H -2.78211 -3.64406 -0.05219
H -1.81899 -1.51345 -0.62262
B 2.06814 0.37347 4.69256
N 3.39332 0.24113 3.98624
C 4.59265 -0.19835 4.38102
C 5.52134 -0.10049 3.35630
C 4.73617 0.36520 2.29865
N 3.46438 0.55856 2.68038
N 1.24002 -0.85335 4.15064
C 0.92621 -1.98713 4.79139
C 0.15690 -2.78270 3.97803
C -0.00571 -2.01573 2.84030
N 0.69652 -0.88546 2.90923
H 2.13820 0.36032 5.89080
H 1.53357 1.38242 4.22285
H 4.73415 -0.53540 5.41577
H 6.57047 -0.27772 3.49751
H 5.01302 0.61588 1.28140
H 1.27520 -2.15806 5.79952
H -0.26177 -3.77568 4.20827
H -0.47540 -2.25719 1.91874
O 2.96803 1.48417 -0.05758
C 2.24465 0.57795 -0.54187
C 2.50340 0.07003 -1.86219
C 3.49003 0.62450 -2.69350
C 3.74626 0.11216 -3.95669
C 2.95013 -0.91487 -4.38025
C 2.00385 -1.51590 -3.53304
C 1.79199 -1.04565 -2.27137
P 0.95421 -2.09198 -1.03435
C 2.47377 -3.13653 -0.76053
C 3.02784 -2.96532 0.49037
C 4.20382 -3.58613 0.86468
C 4.85254 -4.40493 -0.06511
C 4.36094 -4.53100 -1.36011
C 3.17566 -3.88798 -1.72635
C -0.19796 -3.09321 -1.94540
C -0.46276 -4.34545 -1.32829
C -1.40824 -5.19997 -1.90207
C -2.23028 -4.82104 -2.98135
C -2.08121 -3.51590 -3.47160
C -1.06554 -2.68319 -2.97008
H 4.02669 1.50536 -2.32079
H 4.51404 0.54350 -4.55457
H 3.14689 -1.35815 -5.35649
H 1.55536 -2.46731 -3.96445
H 2.52459 -2.37599 1.22025
H 4.58139 -3.49270 1.85952
H 5.72796 -4.97638 0.19836
H 4.92114 -5.07580 -2.08685
H 2.81690 -3.98725 -2.72138
H 0.16411 -4.64053 -0.50053
H -1.53121 -6.17882 -1.46574
H -2.95347 -5.49893 -3.38429
H -2.73624 -3.12893 -4.22602
H -0.92018 -1.69118 -3.36369
N 0.73250 3.25985 0.08593
C 0.15240 3.88560 -0.66075
C -0.69536 4.58366 -1.60593
C -0.21271 5.05765 -2.80073
C -1.05160 5.82630 -3.63139
C -2.38132 6.06845 -3.27480
C -2.85924 5.56695 -2.07749
C -1.99832 4.91534 -1.22757
H 0.81534 4.92455 -3.09505
H -0.71369 6.25475 -4.56604
H -3.01818 6.65253 -3.94636
H -3.93270 5.61778 -1.81367
H -2.32768 4.54371 -0.26344
*
```

Properties
Frontier orbital gap (alpha / beta) in eV: 6.86 / 6.88
Highest occupied orbital energy (alpha / beta) in eV: -6.784 / -6.802
Max |F| in hartree/bohr: 0.0589

Results of the Löwdin charge analysis, in e, for atoms 1 through 6: Ho 1.394; O -0.056; C -0.501; C -0.241; C -0.026; C -0.057

---

Computed, not measured: a structure of composition C3HCrO2, with ωB97M-V/def2-TZVPD.

```
! RIJCOSX wB97M-V def2-TZVPD def2/J DEFGRID3
* xyz 1 5
C -0.54048 -0.45089 1.21753
C 0.10115 -0.13272 0.22653
Cr -1.58074 -0.97460 2.75087
O 0.85854 -0.18011 -1.07128
C 0.96772 1.12123 -1.01597
O -0.12587 1.64659 -1.50005
H 0.08976 2.41501 -2.04558
*
```

Properties
ΔE to the lowest compared entry with this formula, charge and spin in kcal/mol: 119.5
Frontier orbital gap (alpha / beta) in eV: 4.71 / 5.46
Highest occupied orbital energy (alpha / beta) in eV: -12.387 / -12.376
Max |F| in hartree/bohr: 0.1156

Results of the Löwdin charge analysis, in e, for atoms 1 through 6: C -0.138; C -0.146; Cr 1.243; O 0.050; C -0.217; O 0.078

---

Computed, not measured: a structure of composition C44H31BrN11PSr, with ωB97M-V/def2-TZVPD.

```
! RIJCOSX wB97M-V def2-TZVPD def2/J DEFGRID3
* xyz 0 1
Sr -0.42082 1.16574 1.67744
C -0.15646 5.18123 -1.28516
C -0.60139 4.74212 -2.52507
C -1.12165 3.46823 -2.64684
C -1.15555 2.65221 -1.52261
N -0.73012 3.06821 -0.32407
C -0.25298 4.31152 -0.21555
N -1.69533 1.35012 -1.60834
C -2.14121 0.79934 -0.39974
N -1.42177 -0.36571 -0.27294
C -1.82701 -1.04912 0.88027
N -1.22444 -2.14476 1.39110
C -0.79461 -2.10513 2.66122
C -0.61348 -3.32895 3.36902
C -0.21720 -3.32015 4.67344
C 0.01091 -2.09667 5.33072
C -0.15222 -0.95736 4.59112
N -0.50713 -0.92847 3.29227
C -2.85372 -0.25035 1.43535
C -3.58839 -0.39834 2.64710
C -4.46349 0.57417 3.00975
C -4.65728 1.74582 2.19626
C -3.98435 1.93630 1.03452
C -3.04764 0.93185 0.62219
H 0.24574 6.17412 -1.14576
H -0.56032 5.39628 -3.38646
H -1.52021 3.09804 -3.58023
H 0.08289 4.60926 0.77171
H -0.82099 -4.24701 2.83683
H -0.09331 -4.25455 5.20774
H 0.31474 -2.04634 6.36550
H 0.04646 0.01159 5.04342
H -3.44044 -1.27788 3.26056
H -5.03524 0.47393 3.92259
H -5.37037 2.49168 2.52437
H -4.14757 2.81975 0.43006
N -0.01814 0.64882 -3.40290
P -0.83707 -0.18226 -2.10762
C 0.27007 -1.65148 -2.05543
C 1.43314 -1.76849 -2.81746
C 2.10911 -2.97512 -2.88473
C 1.63837 -4.08055 -2.18970
C 0.48477 -3.97121 -1.43313
C -0.19937 -2.76513 -1.37215
C -2.23734 -0.91195 -3.01832
C -1.94695 -1.66121 -4.15775
C -2.96595 -2.22781 -4.90729
C -4.28591 -2.07252 -4.51026
C -4.57989 -1.34477 -3.36673
C -3.56312 -0.75970 -2.62648
C 1.09743 1.32452 -2.98275
C 1.94076 2.07919 -3.80549
C 3.01924 2.70027 -3.21726
C 3.24656 2.55604 -1.84784
C 2.36860 1.77976 -1.12325
N 1.30604 1.17685 -1.67221
H -0.39840 0.77309 -4.32522
H 1.81957 -0.93070 -3.37791
H 3.01477 -3.04729 -3.47246
H 2.17692 -5.01841 -2.23203
H 0.10475 -4.82110 -0.88155
H -1.09941 -2.72326 -0.77936
H -0.91597 -1.82234 -4.45135
H -2.72581 -2.80366 -5.79147
H -5.08329 -2.52479 -5.08543
H -5.60660 -1.22945 -3.04498
H -3.81371 -0.19454 -1.73912
H 1.73891 2.16305 -4.86511
H 3.69097 3.29785 -3.82024
H 4.08342 3.03097 -1.35734
H 2.51072 1.62147 -0.05968
Br 4.62475 -3.01356 -0.48588
C 3.65397 -2.11155 0.86293
C 3.90611 -2.41187 2.19044
C 3.25950 -1.66402 3.15338
C 2.40128 -0.65994 2.73943
N 2.13215 -0.38062 1.46234
C 2.75071 -1.11716 0.53217
H 4.61087 -3.18823 2.45472
H 3.43921 -1.80984 4.20884
H 1.94017 -0.02595 3.47945
H 2.53975 -0.88889 -0.50506
N 1.44356 2.50501 2.95415
C 2.41421 2.53121 3.59349
C 3.57155 2.50161 4.35358
C 4.46425 3.59972 4.33455
N 5.18085 4.50330 4.30484
C 3.81975 1.35112 5.13816
N 3.98608 0.38478 5.74863
*
```

Properties
ΔE to the lowest compared entry with this formula, charge and spin in kcal/mol: 38.3
Frontier orbital gap in eV: 6.24
Highest occupied orbital energy in eV: -6.507
Max |F| in hartree/bohr: 0.0190

Results of the Löwdin charge analysis, in e, for atoms 1 through 6: Sr 1.476; C -0.052; C -0.046; C -0.012; C -0.330; N 0.058

---

Computed, not measured: a cluster of 4 separate species, C36H69N4O7Si in total, with ωB97M-V/def2-TZVPD.

```
! RIJCOSX wB97M-V def2-TZVPD def2/J DEFGRID3
* xyz 1 1
C -2.93624 -5.88906 -0.18951
O -4.08455 -5.80228 -1.06616
C -3.91052 -4.80391 -2.09586
C -3.18155 -5.44738 -3.38007
C -1.62658 -5.02259 -3.33958
C -1.32345 -3.65911 -4.18022
C -0.07417 -2.93155 -3.42032
C 1.16753 -3.98001 -3.29599
C 2.60197 -3.24847 -3.23232
C 2.83266 -2.45974 -1.83238
C 2.81514 -0.85361 -2.00460
C 1.46100 -0.24500 -1.38682
C 1.66867 0.38875 0.10172
C 0.20728 0.66050 0.70045
N -0.45030 1.92758 0.20934
C -1.89721 1.67533 0.37359
N -2.69290 2.04614 -0.66800
N -2.37014 1.11055 1.62985
C -2.96741 -0.22821 1.47976
C -2.50019 -1.50188 2.28240
C -3.29546 -2.78718 2.00410
N -4.40080 -3.03555 1.15883
C -4.84713 -1.92801 0.39606
C -4.17242 -0.55703 0.54241
C -1.34888 1.18492 2.71370
C 0.10507 0.61914 2.29512
Si 1.46721 1.58375 3.24473
C 2.35928 2.93025 2.20532
C 0.79931 2.50694 4.82595
C 2.69259 0.25065 3.95342
H -2.34008 -4.90716 -0.13241
H -3.34561 -6.08258 0.87063
H -2.22213 -6.75056 -0.43980
H -3.33559 -3.87169 -1.76011
H -4.96621 -4.44838 -2.40327
H -3.72797 -5.12292 -4.33113
H -3.26948 -6.58913 -3.26879
H -0.94205 -5.86968 -3.71500
H -1.35566 -4.81035 -2.23532
H -1.01944 -3.90609 -5.25521
H -2.22150 -2.95460 -4.13553
H -0.44614 -2.77440 -2.33869
H 0.22126 -1.96034 -3.94419
H 1.11099 -4.61430 -4.26136
H 1.01254 -4.62983 -2.37322
H 3.38316 -4.10023 -3.24857
H 2.83045 -2.60655 -4.15553
H 2.03724 -2.82739 -1.09759
H 3.89554 -2.74353 -1.48213
H 3.74907 -0.34849 -1.58439
H 2.79799 -0.65343 -3.13477
H 0.62036 -1.03324 -1.39378
H 1.07008 0.62976 -2.03262
H 2.28881 1.33303 -0.03840
H 2.18390 -0.41028 0.75533
H -0.46309 -0.20155 0.31128
H -0.29115 2.01367 -0.80780
H -3.28045 2.88910 -0.52623
H -2.75343 1.50692 -1.53819
H -1.63461 -1.44787 3.03149
H -2.92290 -3.70838 2.59008
H -5.74315 -2.03769 -0.31340
H -4.59322 0.30643 -0.08785
H -1.71467 0.74230 3.70870
H -1.19807 2.31336 2.92190
H 0.21769 -0.49314 2.59321
H 1.63293 3.51961 1.53368
H 2.79513 3.69372 2.93823
H 3.19831 2.44074 1.60903
H 1.49270 2.25876 5.70374
H 0.82435 3.64030 4.68594
H -0.27876 2.20272 5.08163
H 2.02103 -0.43495 4.59694
H 3.45133 0.73414 4.65760
H 3.15374 -0.38685 3.12774
O 2.99575 5.52407 0.92395
C 2.18823 5.99101 0.15579
O 1.41196 5.16616 -0.57803
C 0.30196 5.59062 -1.38274
C 0.76297 6.02413 -2.75662
C 2.09393 7.47427 -0.06468
H -0.28358 6.35867 -0.87055
H -0.35222 4.72052 -1.48401
H 1.43316 6.88473 -2.70559
H -0.09137 6.28938 -3.38387
H 1.31925 5.21797 -3.24118
H 2.84741 7.77664 -0.79296
H 2.29008 7.97546 0.88554
H 1.11141 7.81095 -0.38944
O 0.22191 -0.61222 5.64974
C -0.36699 -0.47978 6.70255
O 0.25810 -0.75393 7.85801
C -0.27590 -0.45877 9.15929
C -1.19274 -1.56680 9.63502
C -1.82064 -0.10012 6.73393
H -0.75828 0.52176 9.17235
H 0.58187 -0.38898 9.83167
H -2.05982 -1.68109 8.98098
H -1.54878 -1.36354 10.64744
H -0.66662 -2.52467 9.63254
H -2.42789 -0.99545 6.59370
H -2.01174 0.59671 5.91478
H -2.12346 0.41151 7.64490
O 0.83763 2.86008 -4.29349
C 1.43780 2.11815 -5.04072
O 2.69542 2.41287 -5.41166
C 3.55717 1.52089 -6.13710
C 3.31597 1.62487 -7.62896
C 0.76598 0.91357 -5.63737
H 3.46429 0.49701 -5.76587
H 4.57881 1.83736 -5.91564
H 2.29845 1.33020 -7.89409
H 4.01357 0.98745 -8.17694
H 3.44380 2.65688 -7.96494
H 0.19885 1.21898 -6.51755
H 0.08139 0.49859 -4.89393
H 1.45186 0.11103 -5.90104
*
```

Properties
ΔE to the lowest compared entry with this formula, charge and spin in kcal/mol: 157.7
Frontier orbital gap in eV: 6.91
Highest occupied orbital energy in eV: -11.194
Max |F| in hartree/bohr: 0.1176

Results of the Löwdin charge analysis, in e, for atoms 1 through 6: C -0.135; O -0.221; C -0.247; C -0.158; C -0.213; C -0.193

---

Computed, not measured: a structure of composition C36H34BCsN11S2Sb, with ωB97M-V/def2-TZVPD.

```
! RIJCOSX wB97M-V def2-TZVPD def2/J DEFGRID3
* xyz -1 2
Cs -0.75335 0.19668 0.64203
C 1.47012 -2.08090 -2.79339
C 1.94180 -3.01248 -1.70964
C 3.18329 -3.73023 -1.70649
C 3.51150 -4.50196 -0.57663
C 2.57604 -4.64548 0.46623
C 1.36953 -3.79710 0.36197
N 1.10009 -3.04914 -0.68439
Sb -0.21597 -4.13227 1.76194
C -0.08699 -2.24951 2.91964
C -1.10052 -1.51730 3.56929
C -0.80498 -0.40945 4.23524
C 0.51797 0.05103 4.20497
C 1.47952 -0.68191 3.58713
C 2.91287 -0.30437 3.61065
N 1.18992 -1.80584 2.96671
C -1.99334 -3.71779 0.55719
C -2.08717 -4.18134 -0.71180
C -3.35987 -4.14963 -1.31263
C -4.36666 -3.53681 -0.58589
C -4.12452 -2.94472 0.67207
C -5.14816 -2.18440 1.48280
N -2.94440 -3.05603 1.29483
H 1.96205 -1.11162 -2.66887
H 1.82212 -2.37561 -3.74512
H 0.44808 -1.86267 -2.76555
H 3.81474 -3.63950 -2.56768
H 4.50989 -5.01241 -0.52188
H 2.65722 -5.36442 1.25867
H -2.10128 -1.83774 3.35883
H -1.60308 0.15558 4.57330
H 0.70417 0.99647 4.71237
H 3.47435 -1.22545 3.67171
H 3.19763 0.14861 2.68950
H 3.07042 0.35606 4.48241
H -1.19795 -4.59653 -1.07083
H -3.47216 -4.45727 -2.30721
H -5.40597 -3.47726 -0.94098
H -4.63394 -1.66403 2.25196
H -5.50878 -1.42132 0.81093
H -5.86614 -2.86016 1.79432
C 0.43890 1.25189 -4.24041
C -0.32639 0.93917 -3.07937
N 0.27020 1.27116 -1.98115
N 1.47795 1.77944 -2.31345
C 1.61988 1.81428 -3.66043
B 2.51989 2.21636 -1.23413
N 1.60303 2.88596 -0.13804
C 0.39801 3.49686 -0.21161
C -0.00617 3.80406 1.07884
C 1.02099 3.31877 1.88329
N 1.96924 2.72568 1.15091
N 3.31212 1.06318 -0.57931
C 4.66658 0.91733 -0.45097
C 4.82612 -0.34799 0.09181
C 3.56792 -0.87071 0.28440
N 2.63992 -0.03964 -0.19612
N 3.49286 3.29128 -1.65779
C 3.90774 4.32470 -0.95644
C 4.98257 4.95764 -1.55959
C 5.13331 4.16775 -2.69842
N 4.22602 3.15644 -2.83103
H 0.22919 1.10887 -5.26461
H -1.29117 0.49255 -2.94918
H 2.57335 2.14460 -3.99276
H -0.14297 3.52256 -1.18337
H -0.83550 4.40433 1.43452
H 1.16210 3.29997 2.91573
H 5.34965 1.62038 -0.88781
H 5.75512 -0.72598 0.34274
H 3.34424 -1.88426 0.61473
H 3.50475 4.45577 0.01004
H 5.59177 5.72790 -1.18091
H 5.79151 4.21268 -3.53138
S -3.86481 0.01166 -1.07622
C -5.09457 1.15182 -0.33421
C -6.43275 1.04360 -0.76257
C -7.46560 1.84356 -0.30265
C -7.09349 2.95075 0.43690
C -5.89015 3.04888 1.06177
C -4.74852 2.14458 0.59016
S -3.29075 2.49154 1.42675
H -6.88117 0.22449 -1.19398
H -8.55759 1.57857 -0.66362
H -7.83532 3.72630 0.74708
H -5.75610 3.97152 1.77418
*
```

Properties
ΔE to the lowest compared entry with this formula, charge and spin in kcal/mol: 18.3
Frontier orbital gap (alpha / beta) in eV: 6.80 / 5.41
Highest occupied orbital energy (alpha / beta) in eV: -4.770 / -4.590
Max |F| in hartree/bohr: 0.0827

Results of the Löwdin charge analysis, in e, for atoms 1 through 6: Cs 0.749; C -0.018; C -0.308; C -0.017; C -0.094; C -0.102

---

Computed, not measured: a structure of composition C4H5NO2S, with ωB97M-V/def2-TZVPD.

```
! RIJCOSX wB97M-V def2-TZVPD def2/J DEFGRID3
* xyz 0 1
C 0.89461 -0.06891 0.02661
C 1.32684 -1.21244 0.83086
C -0.01758 0.91480 0.67865
C -1.37194 0.33692 0.40092
N -0.98838 0.56184 -2.08505
O 0.42522 1.99626 0.93999
O 0.77212 -2.31312 0.71521
S -0.75862 -0.56583 -1.06356
H 1.72901 0.34434 -0.45934
H 2.25146 -1.00568 1.60152
H -1.73501 -0.45715 1.16475
H -2.14248 1.12888 0.12049
H -0.38525 0.34009 -2.87104
*
```

Properties
ΔE to the lowest compared entry with this formula, charge and spin in kcal/mol: 107.9
Frontier orbital gap (alpha / beta) in eV: 8.70 / 8.70
Highest occupied orbital energy (alpha / beta) in eV: -8.724 / -8.724
Max |F| in hartree/bohr: 0.0538

Results of the Löwdin charge analysis, in e, for atoms 1 through 6: C -0.259; C -0.258; C -0.517; C -0.238; N -0.386; O 0.131